Entry from the Open Molecules 2025 dataset: C23H37N3OS in the gas phase (ωB97M-V/def2-TZVPD).

Element x y z (Å)
O -1.54 -0.94 -2.31
C -1.24 -0.73 -1.15
C -0.94 -1.88 -0.26
C 0.01 -2.83 -0.45
C -0.05 -3.87 0.51
C -1.06 -3.71 1.39
S -1.96 -2.27 1.09
N -1.19 0.52 -0.63
C -1.68 1.61 -1.43
C -3.01 2.15 -0.86
N -3.84 1.07 -0.39
C -4.82 1.47 0.61
C -5.44 0.24 1.24
C -6.14 -0.60 0.18
C -5.13 -0.94 -0.92
C -4.49 0.34 -1.46
C -0.64 0.84 0.67
C 0.82 1.32 0.59
C 1.31 1.77 1.96
C 2.78 2.18 1.86
C 3.60 1.02 1.29
N 3.10 0.70 -0.04
C 3.95 -0.11 -0.88
C 4.35 -1.50 -0.31
C 5.81 -1.68 -0.71
C 6.38 -0.27 -0.61
C 5.28 0.59 -1.22
C 1.74 0.22 0.05
H 0.74 -2.78 -1.24
H 0.63 -4.71 0.52
H -1.35 -4.34 2.21
H -1.82 1.23 -2.44
H -0.95 2.42 -1.46
H -2.80 2.81 -0.01
H -3.50 2.77 -1.64
H -4.30 2.06 1.38
H -5.61 2.11 0.17
H -4.65 -0.35 1.71
H -6.15 0.54 2.02
H -6.55 -1.51 0.61
H -6.97 -0.03 -0.25
H -4.34 -1.57 -0.50
H -5.61 -1.48 -1.73
H -3.75 0.07 -2.21
H -5.27 0.96 -1.95
H -1.25 1.61 1.13
H -0.67 -0.04 1.31
H 0.89 2.17 -0.10
H 0.71 2.61 2.32
H 1.21 0.95 2.67
H 2.88 3.04 1.20
H 3.17 2.45 2.85
H 4.65 1.31 1.21
H 3.52 0.16 1.98
H 3.38 -0.26 -1.81
H 3.71 -2.30 -0.69
H 4.26 -1.49 0.77
H 6.33 -2.39 -0.07
H 5.88 -2.03 -1.74
H 6.53 -0.01 0.44
H 7.33 -0.16 -1.13
H 5.41 0.62 -2.30
H 5.29 1.62 -0.86
H 1.40 -0.08 -0.95
H 1.66 -0.67 0.71

E_HOMO: -8.274 eV
Energy above the lowest of the compared OMol25 structures with the same formula, charge and spin: 0.0 kJ/mol
DFT total energy: -1536.31358 Eh
LUMO level: 0.023 Eh
Orbital gap: 8.896 eV
Multiplicity: 1